Run w
Entry from the OMol25 dataset: a cluster of 2 separate species, C6H12N2O3 in total (wB97M-V/def2-TZVPD).

* LUMO level (spin up / spin down): -0.3718 / -0.5076 eV
* HOMO-LUMO gap (spin up / spin down): 8.8 / 8.2 eV
* highest occupied orbital energy (spin up / spin down): -9.2 / -8.8 eV

Geometry (Å):
H: -1.967 -2.399 -0.992
C: -0.257 0.315 0.236
C: -0.489 2.803 -0.208
H: -0.583 -3.064 0.942
H: -0.236 2.670 -1.257
H: 0.420 3.047 0.334
N: 3.776 0.007 -0.153
O: 1.971 -0.403 -0.018
C: -0.020 -2.144 0.805
N: 1.009 0.475 0.086
H: -1.362 1.677 1.406
H: -2.060 1.330 -0.170
H: 0.449 -1.881 1.750
C: -0.951 -1.029 0.335
C: -1.567 -1.386 -1.022
H: -2.375 -0.704 -1.281
C: -1.118 1.534 0.348
O: 4.285 -1.031 -0.259
H: 0.764 -2.326 0.073
H: -0.810 -1.340 -1.804
O: 4.066 1.134 -0.099
H: -1.759 -0.918 1.070
H: -1.186 3.633 -0.120



Run x
Entry from the OMol25 dataset: the molecule C6H12N2O3 (wB97M-V/def2-TZVPD).

* LUMO level: 0.5901 eV
* HOMO-LUMO gap: 9.5 eV
* structure (SMILES): CC(C)(N1CC(O)C1)[N+](=O)[O-]
* highest occupied orbital energy: -8.9 eV

Geometry (Å):
H: 1.367 1.938 -2.258
H: 1.730 -0.489 -0.334
O: -1.207 -2.741 -0.703
N: -0.354 -2.192 -0.060
C: 1.134 0.038 -1.160
H: -2.286 0.530 0.831
O: 0.735 -2.634 0.178
H: 1.226 -0.415 -2.274
H: -2.734 -0.991 -0.163
O: 1.935 2.241 -0.291
C: -2.099 -0.617 0.716
H: -0.515 1.842 0.211
H: -1.231 1.751 -1.487
H: 1.340 -0.871 1.702
N: -0.318 0.029 -0.789
H: 0.569 0.606 1.833
C: -0.403 1.484 -0.797
C: 0.290 -0.457 1.635
C: 1.152 1.580 -1.264
H: -0.234 -0.790 2.538
H: -2.316 -1.041 1.639
H: 2.838 2.009 -0.201
C: -0.619 -0.809 0.499



Of the structures shown above, run w is the least stable.